# 1
{
  "formula": "C10H10AsO11OsS",
  "method": "ωB97M-V/def2-TZVPD",
  "charge": 1,
  "gap_ha": [0.2993, 0.2893],
  "spin_multiplicity": 5,
  "homo_energy_ha": [-0.42951, -0.47831],
  "symbols": ["Os", "O", "C", "O", "C", "O", "C", "C", "O", "O", "H", "H", "H", "H", "H", "O", "As", "O", "O", "C", "C", "C", "C", "C", "C", "S", "O", "O", "O", "H", "H", "H", "H", "H"],
  "coordinates": [[0.4878, 1.0084, 0.2827], [2.6856, 0.1200, -3.2069], [2.4330, 0.1000, -1.9316], [1.3286, 0.3990, -1.4911], [3.5530, -0.3823, -1.0644], [3.1097, -0.3157, 0.2700], [4.0237, 0.1089, 1.1975], [3.5316, 3.0022, 0.4845], [4.5011, 3.3607, 0.9800], [2.5403, 2.6544, -0.0282], [1.8891, 0.3968, -3.6988], [3.7652, -1.4186, -1.3470], [4.4515, 0.2109, -1.2498], [3.6725, 0.0229, 2.2135], [5.0744, 0.0360, 0.9498], [-3.3310, 1.9708, -1.2455], [-1.9097, 0.9789, -1.2862], [-1.5415, 0.3883, -2.7463], [-0.6154, 2.1133, -0.7684], [-2.4768, -0.3999, -0.0185], [-3.4684, -1.1311, -0.6623], [-4.1127, -2.1842, -0.0226], [-3.7724, -2.5294, 1.2682], [-2.7760, -1.8272, 1.9313], [-2.1285, -0.7765, 1.2975], [-0.8458, -0.0492, 2.2612], [-1.0269, -0.2949, 3.6360], [-0.7795, 1.4130, 1.8267], [0.4801, -0.5397, 1.6629], [-3.3335, 2.5979, -1.9835], [-3.7423, -0.8777, -1.6788], [-4.8870, -2.7282, -0.5464], [-4.2771, -3.3438, 1.7692], [-2.5027, -2.0841, 2.9452]],
  "forces_ev_per_angstrom": [[0.02, 0.25, -0.14], [-0.08, -0.04, 0.10], [0.04, -0.16, -0.03], [0.13, 0.23, -0.16], [0.06, -0.10, 0.07], [0.06, 0.12, 0.06], [0.03, -0.12, 0.00], [-0.15, 0.02, 0.07], [0.21, 0.12, 0.06], [0.01, -0.03, -0.16], [0.01, -0.02, -0.02], [0.04, 0.01, 0.00], [-0.02, 0.05, 0.02], [-0.05, 0.01, -0.01], [-0.02, 0.01, -0.03], [0.13, 0.10, 0.13], [-0.17, 0.24, -0.62], [0.01, -0.02, 0.22], [-0.26, -0.37, 0.10], [0.12, 0.04, 0.24], [0.04, -0.02, 0.06], [-0.04, -0.01, -0.07], [-0.02, -0.04, 0.06], [0.00, 0.06, -0.05], [-0.19, -0.02, -0.15], [0.24, 0.12, -0.11], [0.02, -0.04, 0.06], [0.10, -0.32, 0.13], [-0.21, -0.01, 0.17], [-0.06, -0.01, 0.00], [-0.03, -0.02, -0.01], [0.01, 0.01, -0.01], [0.01, 0.00, 0.00], [0.00, 0.00, 0.00]],
  "mulliken_charge": [1.94, -0.44, 0.57, -0.94, -0.51, -0.14, -0.76, 0.78, -0.32, -0.53, 0.40, 0.39, 0.47, 0.35, 0.38, -0.57, 1.15, -0.64, -0.69, 0.13, -0.80, -0.69, -0.64, -0.71, 1.11, 1.35, -0.57, -0.56, -0.65, 0.35, 0.44, 0.41, 0.42, 0.50]
}

=====

# 2
{
  "formula": "C2H6O2S",
  "method": "ωB97M-V/def2-TZVPD",
  "gap_ha": 0.3437,
  "homo_energy_ha": -0.31613,
  "symbols": ["C", "C", "O", "O", "S", "H", "H", "H", "H", "H", "H"],
  "coordinates": [[1.3609, 0.7006, 0.4381], [-0.7955, -0.7884, -0.7303], [-0.8927, 1.8218, 0.4611], [-0.9633, -1.5117, 0.3598], [-0.0629, 1.0294, -0.4894], [0.9838, 0.1357, 1.2836], [1.8403, 1.6109, 0.5813], [1.9792, 0.0129, -0.2058], [-0.0001, -1.1479, -1.3528], [-1.7599, -0.6213, -1.2525], [-1.6899, -1.2419, 0.9069]],
  "forces_ev_per_angstrom": [[0.16, -3.55, -1.29], [-0.21, 3.26, -1.15], [-0.52, -0.18, 0.05], [0.90, -1.98, 2.02], [-1.72, 0.14, -1.21], [0.50, 0.28, 0.62], [0.83, 1.45, 0.71], [-0.22, 0.66, 0.75], [0.13, -0.75, -0.49], [0.73, 0.19, -0.21], [-0.60, 0.48, 0.20]],
  "mulliken_charge": [-0.81, -0.50, -0.62, -0.47, 0.44, 0.27, 0.34, 0.31, 0.39, 0.33, 0.33]
}

=====

The calculation returns the following energy values, one per record and in order: -3938.97322; -628.40384 hartree.
The calculation returns the following M values, one per record and in order: 603.398; 94.135 g mol⁻¹.
The calculation returns the following energy relative to the best compared isomer or geometry (same formula, charge and spin) values, one per record and in order: 101.7; 171.9 kJ/mol.